{"formula": "C30H49Ge2IrN2O3PTe", "method": "ωB97M-V/def2-TZVPD", "elements": ["Ir", "C", "C", "Ge", "C", "C", "C", "C", "Ge", "C", "C", "C", "C", "C", "C", "C", "C", "C", "C", "H", "H", "H", "H", "H", "H", "H", "H", "H", "H", "H", "H", "H", "H", "H", "H", "H", "H", "H", "H", "H", "H", "H", "H", "H", "H", "N", "C", "H", "C", "C", "O", "P", "O", "Te", "O", "C", "C", "H", "H", "H", "H", "H", "H", "H", "H", "H", "H", "C", "N", "C", "C", "C", "C", "C", "C", "C", "C", "H", "H", "H", "H", "H", "H", "H", "H", "H", "H", "H", "H"], "xyz": [[0.2688, -0.0570, -0.4994], [-1.0608, 1.2431, 4.2642], [-0.8382, 1.3329, 2.7551], [0.2625, -0.1185, 2.0211], [2.0131, -0.0388, 2.9446], [2.0478, -0.8446, 4.2456], [-0.5707, -1.8388, 2.5541], [-1.2229, -2.6155, 1.6793], [-1.3166, -1.8968, -0.1379], [-2.6438, -0.4376, -0.3907], [-3.9830, -1.0464, -0.8372], [-1.3320, -3.1696, -1.6437], [-2.1828, -4.4352, -1.5523], [-1.8809, -3.8901, 2.0582], [-1.2402, -4.7796, 2.9228], [-1.8527, -5.9638, 3.3060], [-3.1197, -6.2752, 2.8347], [-3.7705, -5.3954, 1.9806], [-3.1528, -4.2173, 1.5930], [-1.7245, 2.0376, 4.6093], [-0.1237, 1.3469, 4.8135], [-1.5131, 0.2927, 4.5565], [-0.3335, 2.2632, 2.4886], [-1.7905, 1.3494, 2.2217], [2.1942, 1.0211, 3.1426], [2.8267, -0.3589, 2.2938], [1.2279, -0.5862, 4.9169], [2.9797, -0.6764, 4.7882], [1.9742, -1.9179, 4.0513], [-0.5636, -2.1549, 3.5985], [-2.3128, 0.2837, -1.1450], [-2.7510, 0.1057, 0.5467], [-3.8752, -1.6702, -1.7264], [-4.6947, -0.2563, -1.0773], [-4.4258, -1.6530, -0.0465], [-0.2827, -3.4340, -1.8157], [-1.6235, -2.5736, -2.5138], [-1.9057, -5.0547, -0.6991], [-2.0698, -5.0347, -2.4569], [-3.2433, -4.2041, -1.4472], [-0.2579, -4.5297, 3.3093], [-1.3433, -6.6404, 3.9799], [-3.6004, -7.1962, 3.1357], [-4.7635, -5.6265, 1.6181], [-3.6747, -3.5362, 0.9300], [0.4017, 0.1467, -3.7233], [0.3252, 0.1423, -2.5712], [0.5301, 0.4544, -4.6674], [3.4319, 4.6329, 0.5198], [1.9593, 4.9612, 0.5692], [1.1965, 3.7365, 0.5870], [0.1546, 3.3376, -0.5594], [-0.2186, 1.9087, -0.1822], [1.0133, 3.7501, -2.7068], [-1.1879, 4.1151, -0.2351], [-1.3806, 5.5169, -0.5195], [-2.8444, 5.7457, -0.8022], [4.0231, 5.5467, 0.5852], [3.6674, 4.1391, -0.4242], [3.7074, 3.9804, 1.3494], [1.6743, 5.5620, -0.2970], [1.6949, 5.5027, 1.4778], [-0.7668, 5.7951, -1.3793], [-1.0488, 6.0820, 0.3536], [-3.1493, 5.1910, -1.6891], [-3.0249, 6.8066, -0.9774], [-3.4558, 5.4253, 0.0409], [3.1913, -4.1111, -1.3419], [2.3221, -3.8085, -0.2032], [1.5225, -4.9233, 0.3187], [2.2377, -2.6329, 0.3359], [2.9710, -1.4438, -0.0650], [4.3733, -1.4723, -0.0376], [5.0935, -0.3115, -0.2202], [4.4056, 0.8736, -0.4584], [3.0209, 0.9025, -0.5142], [2.2657, -0.2503, -0.3007], [2.6604, -4.7933, -2.0016], [4.1061, -4.5946, -0.9980], [3.4434, -3.1903, -1.8626], [1.0751, -5.4528, -0.5205], [0.7394, -4.5363, 0.9669], [2.1560, -5.6138, 0.8752], [1.4909, -2.5305, 1.1223], [0.5977, -1.5859, -0.8664], [4.8896, -2.4020, 0.1704], [6.1736, -0.3244, -0.1794], [4.9538, 1.7945, -0.6128], [2.5289, 1.8394, -0.7404]], "forces_ev_per_angstrom": [[0.30, -0.58, -0.17], [0.01, -0.02, 0.00], [-0.04, 0.01, -0.04], [-0.03, -0.06, -0.10], [0.03, -0.01, -0.01], [0.01, 0.00, -0.01], [-0.01, 0.00, 0.00], [0.04, 0.07, 0.05], [-0.03, -0.02, -0.07], [-0.08, -0.13, 0.00], [0.01, 0.07, -0.03], [0.05, 0.00, 0.02], [-0.02, 0.01, 0.00], [0.03, 0.01, 0.04], [-0.02, -0.02, 0.02], [0.02, 0.02, 0.00], [-0.02, 0.00, -0.01], [-0.01, -0.01, 0.01], [0.03, -0.01, -0.01], [0.00, 0.00, 0.00], [0.01, -0.01, 0.00], [0.00, 0.00, 0.00], [0.00, 0.01, 0.01], [-0.01, 0.00, 0.01], [-0.03, 0.00, 0.02], [0.00, 0.01, -0.02], [-0.01, 0.01, 0.00], [0.00, 0.00, 0.00], [0.00, 0.00, 0.00], [0.00, 0.01, 0.00], [0.04, 0.03, 0.02], [0.01, -0.01, 0.02], [0.00, 0.01, 0.00], [-0.01, 0.00, 0.01], [0.00, -0.01, -0.01], [-0.02, -0.03, 0.01], [0.01, 0.00, 0.00], [0.01, 0.00, -0.01], [-0.01, 0.00, 0.00], [0.00, 0.00, 0.00], [0.00, -0.02, -0.02], [0.00, 0.00, 0.00], [0.00, 0.00, 0.00], [0.00, 0.00, 0.00], [0.00, 0.01, 0.00], [0.03, 0.01, -0.01], [0.06, 0.04, 0.06], [-0.05, -0.02, 0.01], [-0.01, -0.02, 0.00], [0.01, 0.03, -0.01], [0.02, -0.04, 0.05], [0.13, 0.13, -0.11], [-0.01, -0.04, 0.10], [-0.05, -0.01, 0.10], [-0.11, 0.05, -0.02], [0.00, 0.01, 0.00], [0.00, -0.01, 0.01], [0.00, 0.01, 0.00], [0.01, 0.00, 0.00], [0.00, 0.00, -0.01], [0.00, 0.00, 0.00], [0.00, 0.00, 0.00], [0.00, 0.00, 0.00], [0.01, 0.00, 0.00], [0.00, 0.00, 0.00], [0.00, 0.00, 0.00], [0.00, 0.00, 0.00], [0.08, 0.02, -0.01], [0.12, 0.35, 0.38], [-0.01, -0.03, 0.02], [-0.35, -0.13, -0.55], [0.17, -0.06, 0.17], [-0.01, 0.00, -0.03], [-0.01, 0.00, -0.02], [-0.02, 0.01, -0.01], [0.02, -0.04, -0.01], [0.01, 0.05, -0.03], [-0.01, 0.02, -0.02], [-0.04, -0.01, 0.01], [-0.02, -0.05, 0.02], [-0.03, 0.02, 0.01], [0.01, -0.01, 0.02], [0.04, 0.03, -0.03], [0.01, -0.07, 0.02], [-0.25, 0.40, 0.18], [0.00, -0.01, 0.01], [0.00, 0.00, 0.01], [0.00, 0.00, 0.00], [0.00, 0.02, -0.01]], "total_charge": 1, "molar_mass_g_mol": 981.7, "e_above_lowest_kj_mol": 21.6, "homo_ev": -9.456, "e_tot_ev": -173475.9204}



{"formula": "C30H49IN3OP2Sr", "method": "ωB97M-V/def2-TZVPD", "elements": ["Sr", "C", "C", "C", "P", "C", "C", "C", "C", "C", "C", "C", "C", "C", "N", "C", "C", "C", "C", "C", "C", "P", "C", "C", "C", "C", "C", "C", "H", "H", "H", "H", "H", "H", "H", "H", "H", "H", "H", "H", "H", "H", "H", "H", "H", "H", "H", "H", "H", "H", "H", "H", "H", "H", "H", "H", "H", "H", "H", "H", "H", "H", "H", "H", "N", "C", "O", "C", "I", "H", "H", "H", "H", "C", "C", "C", "C", "N", "H", "H", "H", "H", "H", "H", "H", "H", "H"], "xyz": [[-0.1090, -0.9384, 1.2496], [3.1652, -4.1427, -1.4290], [1.6832, -3.6765, -1.4779], [0.7628, -4.8746, -1.7783], [1.4224, -2.5924, 0.1357], [2.0226, -3.8212, 1.5516], [1.4626, -5.2697, 1.5217], [1.3276, -2.9528, 2.6890], [-0.4169, -2.8718, 0.4653], [-1.3022, -3.3976, 1.4481], [-2.6548, -3.5992, 1.0795], [-3.1548, -3.0944, -0.1010], [-2.3647, -2.2372, -0.8773], [-1.0101, -2.0676, -0.5699], [-0.1421, -1.1128, -1.1056], [-0.3632, -0.7902, -2.4632], [-0.7841, -1.7485, -3.4115], [-0.9120, -1.4529, -4.7585], [-0.6664, -0.1632, -5.2225], [-0.3214, 0.8028, -4.2956], [-0.1619, 0.5309, -2.9313], [0.2221, 1.8948, -1.7326], [-0.6841, 3.3558, -2.5184], [0.1330, 4.3779, -3.3095], [-1.4438, 4.0862, -1.3885], [2.0587, 2.1618, -2.0704], [2.5636, 2.0746, -3.5072], [2.7846, 1.1118, -1.2161], [3.5104, -4.4726, -2.4129], [3.3041, -4.9615, -0.7261], [3.8180, -3.3306, -1.1111], [1.5942, -2.9461, -2.2774], [1.2126, -5.8112, -1.4359], [0.5944, -4.9618, -2.8564], [-0.2190, -4.7945, -1.3101], [3.0963, -3.8651, 1.6881], [0.4334, -5.3214, 1.1697], [1.4672, -5.6983, 2.5294], [2.0574, -5.9230, 0.8832], [0.8616, -3.5951, 3.4359], [0.5657, -2.4532, 2.0824], [1.9940, -2.2823, 3.2075], [-0.9958, -3.8504, 2.3778], [-3.2919, -4.1688, 1.7454], [-4.1701, -3.3210, -0.4036], [-2.7914, -1.6978, -1.7133], [-1.0161, -2.7511, -3.0718], [-1.2102, -2.2348, -5.4470], [-0.7594, 0.0827, -6.2733], [-0.1704, 1.8192, -4.6438], [-1.4265, 2.9044, -3.1785], [0.9739, 4.7564, -2.7197], [-0.4989, 5.2347, -3.5734], [0.5278, 3.9722, -4.2410], [-0.7670, 4.7547, -0.8425], [-1.8575, 3.3920, -0.6609], [-2.2575, 4.6948, -1.7990], [2.2796, 3.1488, -1.6488], [2.4278, 1.0621, -3.8933], [3.6359, 2.3015, -3.5334], [2.0671, 2.7615, -4.1889], [2.5608, 0.1019, -1.5737], [2.4636, 1.1520, -0.1783], [3.8712, 1.2504, -1.2614], [1.7791, 0.1775, 3.7011], [2.7236, -0.0804, 2.8087], [2.3872, -0.4965, 1.6930], [4.1950, 0.2329, 3.1055], [4.5514, 2.3188, 2.9049], [0.7418, 0.3709, 3.1622], [2.0276, 0.7665, 4.4862], [4.8501, -0.2149, 2.3680], [4.4989, 0.0318, 4.1272], [-1.9198, 2.6419, 2.5190], [-0.4782, 2.1799, 2.8924], [-0.2720, 2.3134, 4.4318], [0.5950, 3.0579, 2.1321], [-0.3426, 0.8069, 2.4751], [-2.0507, 3.7386, 2.5308], [-2.6413, 2.1776, 3.2025], [-2.1350, 2.2475, 1.5294], [-0.6433, 3.2725, 4.8431], [0.7919, 2.2359, 4.6796], [-0.7950, 1.4845, 4.9097], [0.9998, 3.8883, 2.7352], [0.1599, 3.4650, 1.2046], [1.3952, 2.3957, 1.8102]], "forces_ev_per_angstrom": [[-0.05, 10.98, 4.15], [-0.43, 0.42, -0.09], [0.40, 0.11, 0.97], [-0.05, 0.17, 0.09], [2.57, -5.20, -1.67], [-1.69, 0.57, 0.01], [0.23, 0.46, 0.07], [0.77, -1.46, -0.60], [-1.83, -3.83, -2.27], [-0.31, -1.34, -1.93], [0.59, 0.22, 0.53], [0.14, 0.43, -0.31], [-0.08, -0.35, 0.31], [-0.56, -1.41, -2.37], [-1.58, -1.13, -2.01], [-0.02, 0.36, 0.66], [0.15, -0.08, -0.10], [0.04, 0.06, 0.19], [-0.08, -0.16, 0.10], [0.11, 0.09, 0.12], [0.11, 0.21, -0.06], [0.14, -0.26, -0.17], [-0.01, 0.14, 0.30], [-0.10, 0.00, -0.07], [0.19, 0.04, -0.17], [-0.16, -0.30, 0.14], [0.08, 0.05, 0.02], [-0.03, 0.08, -0.06], [-0.09, -0.04, 0.00], [-0.07, -0.08, 0.04], [0.10, 0.12, -0.01], [-0.10, 0.15, -0.09], [-0.03, 0.08, 0.02], [0.08, -0.03, 0.03], [-0.01, 0.09, 0.01], [0.23, 0.27, -0.14], [0.02, 0.10, -0.06], [0.11, -0.02, 0.03], [0.05, 0.02, -0.04], [-0.20, 0.01, -0.01], [1.23, -1.60, 2.99], [-0.04, 0.17, -0.15], [0.30, 0.00, -0.08], [0.01, 0.07, 0.03], [-0.03, 0.14, 0.06], [0.00, -0.04, 0.01], [0.12, -0.01, 0.00], [-0.01, -0.02, 0.00], [-0.02, 0.00, 0.02], [0.03, -0.03, 0.01], [-0.04, -0.02, -0.04], [-0.07, -0.03, -0.06], [0.05, -0.04, 0.06], [-0.02, 0.03, 0.03], [-0.06, -0.10, -0.03], [-0.08, -0.06, 0.02], [0.08, 0.00, 0.01], [-0.03, 0.01, -0.04], [0.00, 0.02, 0.00], [-0.04, -0.04, 0.00], [0.03, -0.02, 0.00], [-0.02, 0.00, -0.02], [0.07, 0.00, 0.12], [-0.08, 0.01, 0.01], [2.37, -0.66, 1.13], [-0.41, 1.21, 0.90], [0.94, -0.32, -0.68], [-0.38, -0.03, -0.19], [0.06, 0.45, -0.07], [-2.34, 0.97, -1.02], [0.28, -0.28, 0.09], [-0.04, -0.25, 0.07], [-0.07, -0.28, -0.05], [0.42, 0.15, 0.43], [-0.02, -0.33, -0.38], [-0.11, 0.48, -0.21], [-0.73, 0.08, 0.09], [-0.15, 0.95, 1.30], [0.00, -0.19, 0.05], [0.10, 0.11, 0.00], [0.03, 0.12, -0.20], [0.12, -0.25, -0.16], [-0.16, 0.16, 0.02], [-0.07, 0.03, 0.06], [-0.10, -0.12, -0.15], [0.07, -0.03, 0.26], [0.19, 0.02, 0.19]], "total_charge": -1, "molar_mass_g_mol": 744.2, "e_above_lowest_kj_mol": 115.3, "homo_ev": -2.517, "e_tot_ev": -65932.4127}